100
Properties=species:S:1:pos:R:3 method="wB97M-V/def2-TZVPD" orbital_gap_ev=7.585 charge=0 relative_energy_kcal_mol=0.0 smiles="CCCCNC1=C(P(=O)(O)O)C(=O)C(COCCC)=C(OC[C@H](C)CC(C)C)C1=O.COP(=O)(OC)OC.COP(=O)(OC)OC"
H 4.64 1.42 -3.33
H 5.76 0.75 -0.58
O -8.27 0.76 2.06
H 4.82 -4.47 0.31
O -0.92 -1.57 3.39
C 2.18 -4.83 0.71
H 6.62 3.49 -0.24
P -8.26 1.73 0.69
H -3.93 0.21 3.56
C -9.52 0.65 2.75
H 5.10 3.55 -1.70
H 1.28 -5.42 0.91
H 0.87 2.19 2.14
C 4.88 -4.47 -0.79
C 1.72 -1.00 -2.06
C 0.05 1.91 2.79
H 9.00 1.64 -0.55
H -3.70 0.72 0.54
O -6.78 1.86 0.53
H 8.45 2.77 -1.89
H 8.95 3.43 -0.31
C -0.74 -1.09 -1.55
C -3.39 1.14 -1.58
H -9.10 4.82 -0.90
O -2.50 -0.62 4.83
H -2.47 1.96 0.29
C 0.59 -0.36 -1.76
O 2.78 4.64 -1.32
C -8.66 0.44 -1.58
O -0.36 1.65 -1.07
O -8.74 2.84 -0.49
C 6.07 1.61 -1.20
H 6.57 -3.06 -1.16
C 1.96 -2.86 -0.80
H -3.75 -0.84 -2.38
H -8.70 -0.61 -1.87
H 0.60 -0.71 6.91
H -9.45 0.98 -2.10
C 3.54 -4.79 -1.52
H -1.13 -0.39 7.04
H -0.54 -2.15 -1.78
H -4.15 2.40 0.07
H -4.39 1.29 -2.00
H 0.19 2.39 3.76
H -0.55 -1.78 6.09
H 1.34 3.58 -4.17
O -0.24 0.11 5.25
H -3.67 -1.54 3.37
H 2.70 -2.23 -0.28
C -8.67 4.22 -0.10
H 5.20 -2.95 -2.29
H 0.99 -2.70 -0.30
O -1.72 -0.52 -2.39
H 6.14 -5.54 -2.27
H -2.69 1.79 -2.12
H -3.05 -0.87 -0.77
H 6.62 1.25 -2.09
H 6.93 -5.27 -0.72
C 2.95 -0.14 -2.27
H 4.17 2.46 -0.68
O 1.76 4.31 -3.68
H 5.70 -6.54 -0.81
H 3.09 -5.33 1.07
C -0.35 -0.75 6.38
O 4.01 -0.67 -2.43
H -7.68 0.84 -1.85
P 1.60 3.86 -2.12
H -0.88 2.25 2.34
C 4.85 2.49 -1.55
C 5.47 -3.08 -1.23
H -10.29 0.24 2.10
C -2.98 -0.36 -1.74
H -9.38 -0.02 3.60
H 1.41 -4.86 -1.29
C 5.96 -5.53 -1.18
O 0.05 0.47 2.92
C 2.26 -4.36 -0.77
O 1.79 -2.35 -2.17
C 8.47 2.57 -0.81
P -1.14 -0.18 3.93
H -7.63 4.52 0.06
H -0.98 -1.03 -0.48
O -8.89 0.51 -0.17
H -4.54 -0.91 4.79
C 7.02 2.46 -0.27
O 0.31 4.36 -1.64
C -3.73 -0.72 4.08
H 6.98 2.11 0.77
C -3.43 1.58 -0.10
H 2.07 -3.93 1.35
C 0.59 1.14 -1.60
C 2.90 1.39 -2.34
H -9.83 1.63 3.13
H 4.99 -2.32 -0.61
H -9.24 4.40 0.81
N 4.08 2.03 -2.75
H 3.10 4.14 -0.56
H 3.61 -4.36 -2.53
C 1.76 2.03 -2.04
H 3.51 -5.89 -1.65



108
Properties=species:S:1:pos:R:3 method="wB97M-V/def2-TZVPD" orbital_gap_ev=10.859 charge=0 relative_energy_kcal_mol=93.9 smiles="COC(=O)OC.COC(=O)OC.COC(=O)OC.COC(=O)OC.COC(=O)OC.COC(=O)OC.COC(=O)OC.COC(=O)OC.COC(=O)OC"
H -15.61 -33.53 -12.12
O -18.83 -30.87 -16.10
H -16.35 -40.54 -15.31
O -12.40 -28.96 -21.37
O -21.27 -27.10 -24.10
C -17.28 -30.87 -20.79
C -19.16 -34.02 -14.54
H -15.03 -26.04 -24.21
O -14.34 -33.41 -18.85
H -19.62 -35.91 -19.49
O -19.85 -32.79 -16.95
H -16.59 -28.41 -21.22
H -23.37 -39.43 -19.42
C -16.42 -29.09 -22.05
H -18.83 -32.86 -19.36
C -15.93 -37.53 -16.48
H -22.20 -29.51 -25.17
O -17.98 -26.03 -26.56
O -15.85 -33.44 -14.21
C -15.35 -30.51 -16.21
C -14.30 -32.58 -22.37
C -14.04 -32.85 -19.91
H -17.21 -33.01 -19.25
H -11.68 -27.56 -23.66
C -17.98 -33.01 -20.03
C -22.29 -29.63 -24.09
H -18.86 -28.71 -27.71
O -20.77 -36.89 -18.09
H -20.27 -30.11 -17.52
O -14.34 -31.71 -13.82
O -13.98 -27.58 -20.36
H -14.72 -28.44 -18.58
H -20.17 -34.35 -14.76
C -12.30 -31.52 -18.90
O -15.70 -31.76 -15.63
C -15.96 -25.67 -24.64
C -16.55 -35.28 -17.27
O -22.31 -38.41 -18.00
H -13.12 -26.82 -24.50
C -19.09 -26.59 -22.41
C -19.23 -30.06 -17.20
O -17.97 -32.03 -21.01
H -13.04 -31.33 -18.12
H -24.40 -38.41 -18.49
H -14.82 -39.77 -15.09
H -15.76 -25.09 -25.54
H -22.55 -30.68 -24.09
C -15.48 -34.11 -13.03
O -18.10 -28.27 -25.80
H -16.77 -35.46 -18.32
H -15.86 -30.42 -17.17
C -15.72 -39.73 -15.70
H -13.24 -29.13 -18.97
H -20.83 -34.99 -18.73
H -19.31 -35.32 -17.85
H -18.49 -30.14 -18.00
H -19.60 -29.56 -26.44
C -15.19 -32.23 -14.51
C -12.76 -27.49 -23.72
O -19.69 -27.89 -22.59
H -13.14 -28.49 -23.95
H -18.07 -34.01 -20.44
H -14.41 -34.30 -12.99
H -19.08 -29.08 -16.74
H -15.52 -34.94 -17.16
H -15.40 -40.14 -16.66
C -19.22 -32.21 -16.08
H -15.39 -29.43 -21.89
H -15.38 -29.59 -15.63
H -16.48 -25.00 -23.95
H -13.86 -31.59 -22.24
H -23.85 -39.92 -17.82
O -14.90 -37.55 -17.18
H -19.92 -25.93 -22.16
C -13.10 -27.94 -21.37
H -15.20 -32.37 -22.95
C -19.15 -28.59 -26.67
C -23.52 -39.06 -18.40
H -16.44 -28.58 -23.01
O -14.65 -33.13 -21.10
H -13.22 -27.43 -18.50
H -18.38 -26.55 -21.59
C -13.78 -28.18 -19.06
C -21.99 -37.24 -18.54
C -20.07 -35.74 -18.51
H -11.72 -32.37 -18.53
O -12.99 -31.97 -20.03
H -19.86 -27.76 -26.58
H -18.46 -34.78 -14.90
H -17.33 -34.57 -16.96
O -18.99 -32.65 -14.85
H -19.07 -34.25 -13.48
O -21.19 -29.24 -23.31
C -20.77 -28.01 -23.40
H -23.13 -29.01 -23.75
C -17.64 -26.96 -25.85
O -13.35 -27.19 -22.44
O -16.79 -36.46 -16.47
O -16.31 -38.48 -15.59
H -18.73 -26.18 -23.36
H -13.61 -33.28 -22.81
H -14.30 -30.61 -16.48
O -22.67 -36.48 -19.27
H -15.98 -35.07 -12.97
O -17.25 -30.22 -21.91
O -16.80 -30.45 -19.73
H -11.69 -30.64 -19.09
O -16.65 -26.89 -24.90



97
Properties=species:S:1:pos:R:3 method="wB97M-V/def2-TZVPD" multiplicity=2 orbital_gap_ev="6.711 / 5.719" charge=+1 relative_energy_kcal_mol=22.0
H -3.07 1.28 4.71
H -2.74 -1.81 -5.24
H -3.77 1.46 2.41
Br 0.23 -0.91 3.45
C -1.83 -2.79 2.85
C 1.18 -3.15 -0.80
H -5.32 0.89 -0.64
H 4.28 -3.59 2.46
H 0.56 2.73 -2.91
N -0.99 -1.41 1.04
C -4.35 0.40 -0.66
H -1.81 -1.74 -0.82
H -4.24 -4.60 1.85
H -2.62 0.12 2.53
O -1.08 0.97 -4.04
H 0.67 3.82 -4.30
C -2.22 3.19 4.22
H 3.52 -4.84 -0.31
H -2.13 3.34 5.30
H 0.95 -1.38 -4.58
C -2.76 -3.39 1.99
C -1.84 -2.04 0.22
O -0.86 1.41 1.05
H -2.90 2.76 -0.89
H -1.78 -3.08 3.88
H 2.63 0.85 1.77
H 0.43 -3.90 -0.54
C 2.97 -4.81 0.63
C -1.83 1.92 1.60
H -2.03 2.82 -5.59
H 2.58 1.31 0.17
H 3.90 -1.95 1.92
O -2.20 0.41 -1.64
H -0.92 -4.14 -2.96
H 0.69 -2.31 -1.29
H 0.83 0.48 -5.89
H -3.14 3.68 3.91
H -4.51 -0.67 -0.76
H -2.51 -3.71 -3.61
H -1.35 -0.80 -5.61
H -3.51 0.81 -3.98
H -1.78 5.21 2.03
C -2.73 -3.00 0.64
H -0.55 3.09 -6.52
V 0.31 -0.01 0.77
H -4.42 2.90 -1.79
H 1.65 2.02 -5.67
C -1.10 2.37 -5.92
S 0.73 0.33 -1.53
H -4.15 -0.63 -3.19
H 1.13 3.04 0.82
H -0.88 3.60 -3.47
C 1.03 1.28 -5.18
H -3.82 0.59 0.26
C -0.27 1.92 -4.71
C -1.66 -1.82 -5.41
N 1.74 2.62 1.52
N 2.06 1.31 1.06
H 1.56 0.87 -4.32
H -0.17 3.14 3.57
H 2.02 -5.34 0.51
O -3.61 -4.29 2.51
H 0.79 -2.97 -5.33
C -4.12 0.46 -3.15
H -1.28 -4.41 -4.67
H 1.90 -3.60 -1.48
H -0.34 4.31 1.53
C -1.00 3.84 3.54
Si -1.02 0.07 -2.70
C -1.44 -3.74 -3.83
N 2.74 -3.45 1.06
C -1.00 -1.82 2.32
C -0.93 -2.34 -4.18
H -1.34 1.51 -6.54
O -1.22 -1.52 -3.06
H -0.71 4.73 4.10
C -2.33 1.67 4.01
H -5.13 0.84 -3.26
H -1.45 -2.44 -6.27
C 1.88 -2.63 0.42
H 3.55 -5.33 1.39
C 0.57 -2.38 -4.44
C -2.73 1.21 2.59
H -3.11 3.43 1.74
C -1.28 4.24 2.08
H -2.87 2.81 -2.65
C 0.04 3.10 -3.79
C -3.43 2.45 -1.79
H -1.36 1.23 4.28
N -2.15 3.26 1.44
H 2.58 3.21 1.59
H 1.09 -2.83 -3.60
C 3.47 -2.92 2.19
C -3.51 0.92 -1.83
H 2.82 -2.77 3.05
O 1.71 -1.47 0.85
H -3.41 -3.46 -0.06



136
Properties=species:S:1:pos:R:3 method="wB97M-V/def2-TZVPD" orbital_gap_ev=9.239 charge=0
H -2.20 -1.84 7.24
H -1.77 -2.44 -4.49
O -2.93 6.62 3.00
O -3.42 -2.43 2.51
H -4.48 -1.39 5.89
H 4.35 0.01 -0.01
C -0.59 0.90 0.23
O -1.34 -2.19 -1.44
N 2.13 0.41 4.70
C -0.65 -6.67 2.21
C -0.83 3.87 3.37
H 1.39 -7.60 2.32
H -1.04 -7.68 2.08
N 6.37 -0.10 0.18
O 1.43 -5.64 1.88
H -4.09 -3.38 -0.57
N -4.41 3.25 0.16
O -4.38 2.84 -1.00
O 2.15 2.78 1.29
H -2.77 5.79 -0.56
H 3.80 -5.17 -0.54
O 6.92 -1.17 0.30
O 4.02 2.95 -0.31
O 1.72 -2.19 -5.84
C 5.04 0.01 0.83
O -1.02 5.57 1.74
O -1.24 5.00 4.10
C 3.26 -3.98 -5.95
H -4.41 2.61 2.18
O -1.23 4.39 -3.10
O -0.69 -5.86 1.03
O 1.93 2.99 -1.24
H -0.78 -0.68 1.64
H 2.93 1.49 -2.25
H -1.88 -0.13 -5.33
C -2.54 -0.94 6.72
O -5.46 -3.59 3.73
H -0.11 -1.82 -4.09
C 3.05 1.41 4.15
S 0.58 1.48 -5.58
O 1.77 0.62 5.85
O -2.94 6.07 -2.58
C 4.24 3.06 -1.71
H -0.45 4.35 -1.20
C 3.41 -4.41 -1.21
H 5.08 2.36 -1.77
S 2.59 3.58 0.15
C -0.26 4.45 2.06
H -1.30 -6.18 2.93
H 2.61 3.00 -3.18
O -5.77 -1.47 2.51
H 1.09 -6.61 3.65
C 0.81 -6.73 2.60
N 3.55 -3.06 -0.64
H -5.64 1.95 1.07
H 0.97 -1.78 0.70
H 1.89 -0.19 -1.47
H 4.08 -4.56 -6.35
H -0.42 3.66 1.32
H -0.68 -3.38 -3.49
H -1.39 6.59 -1.36
H -1.05 0.63 6.72
H -2.85 1.19 -4.81
C 0.97 -0.33 -0.91
C 0.00 0.01 1.30
H -3.26 -2.35 5.30
C 1.16 -0.72 0.58
O -1.03 1.75 -5.69
C -1.42 4.43 -1.68
H -1.32 0.18 -2.97
H 2.63 -4.70 -5.42
C 2.88 2.57 -2.21
C -0.94 0.93 -3.67
H 1.46 -3.78 -7.25
C -1.94 0.19 4.79
C -1.82 0.87 -4.90
O 2.65 5.03 0.19
O -3.58 4.13 -3.97
O 0.72 -4.01 -0.02
H 0.40 -1.19 -1.28
H 2.35 -4.59 -1.40
H -0.47 -0.81 5.91
C 2.20 -3.17 -6.74
H 4.88 -0.85 1.48
O 2.87 -0.73 -4.02
H -2.96 -0.30 7.49
O -1.53 1.00 3.98
H -3.47 -4.54 0.64
S 0.33 -4.58 1.28
O -1.46 1.73 0.24
O -0.10 -3.66 2.32
O -3.13 -0.40 4.55
H -3.31 -1.48 0.71
S -1.52 6.30 3.11
O 3.28 -2.90 0.51
C -3.88 -3.54 0.49
O 0.33 0.62 -4.13
H 0.81 4.64 2.03
O 0.18 0.77 -0.89
H 2.43 2.30 4.03
H 3.37 1.03 3.18
C -3.04 -2.44 1.15
H -1.96 -2.56 1.15
O 1.29 2.72 -5.33
H -0.99 1.93 -3.25
C -3.44 -1.30 5.58
O 1.79 -2.90 -3.40
H 4.43 4.08 -2.02
H -3.95 1.34 0.91
H -0.07 3.36 3.97
C -2.12 5.79 -1.44
H 2.20 -0.47 0.81
O -2.51 -0.93 -2.76
S -5.08 -2.71 2.64
S 2.47 -2.08 -4.39
H -1.69 3.23 3.19
O 3.68 -3.00 -5.00
N -1.65 -1.75 -2.56
H -2.02 3.52 -1.54
H 2.70 -2.54 -7.47
H 3.87 1.60 4.83
O 1.76 -0.53 3.99
H 5.13 0.97 1.33
O 3.84 -2.12 -1.40
S -2.49 5.08 -3.83
C -1.36 -0.22 6.12
O -2.00 5.85 -4.92
O 6.84 0.91 -0.33
H 0.36 0.45 2.23
C -0.99 -2.37 -3.73
O -5.13 -3.51 1.19
O 0.94 0.58 -6.66
H 3.98 -4.45 -2.14
O -4.48 4.42 0.50
O -0.63 7.40 3.41
C -4.58 2.18 1.20